[1]
The following is a quantum chemistry calculation of a molecular structure, F2HNO3S2 at a distorted geometry, from OMol25.

```
9
F2HNO3S2 (ωB97M-V/def2-TZVPD)
N 0.59882 0.71740 0.12248
O -1.97308 1.76550 0.68424
O -0.17202 -1.32668 1.22196
O 2.21972 -1.01371 0.80789
F -1.67724 0.59446 -1.48191
F 0.76713 -1.36918 -1.13520
S -1.55139 0.56804 0.14063
S 0.88169 -0.77131 0.46277
H 0.90638 0.83547 -0.82286
```

LUMO energy: -1.50 eV
Total charge: 0
Energy relative to the best compared isomer or geometry (same formula, charge and spin): 0.000 eV
DFT total energy: -34751.8991 eV

---

[2]
The following is a quantum chemistry calculation of 2 unconnected molecules or ions with the total composition F2HNOS at a distorted geometry, from OMol25.

```
6
F2HNOS (ωB97M-V/def2-TZVPD)
N -0.50344 1.05752 -0.44541
O 1.95762 0.66160 0.13061
F 0.70914 -1.17021 -0.95253
F 0.23697 -0.70389 1.28905
S 0.63622 0.18600 -0.03125
H -3.03652 -0.03103 0.00952
```

LUMO energy (spin up / spin down): 0.08 / -3.71 eV
Total charge: 0
Energy relative to the best compared isomer or geometry (same formula, charge and spin): 4.941 eV
DFT total energy: -19817.4647 eV

---

[3]
The following is a quantum chemistry calculation of 2 unconnected molecules or ions with the total composition F2HNS at a distorted geometry, from OMol25.

```
5
F2HNS (ωB97M-V/def2-TZVPD)
N 0.27803 -0.52302 -0.55437
F 0.26413 -1.72222 0.32296
F -1.30969 1.31116 0.63236
S -1.05414 0.29175 -0.76563
H 1.82167 0.64233 0.36469
```

LUMO energy (spin up / spin down): -3.25 / -0.91 eV
Total charge: 0
Energy relative to the best compared isomer or geometry (same formula, charge and spin): 5.731 eV
DFT total energy: -17769.4625 eV

---

[4]
The following is a quantum chemistry calculation of 2 unconnected molecules or ions with the total composition F2HP at a distorted geometry, from OMol25.

```
4
F2HP (ωB97M-V/def2-TZVPD)
F 0.16787 -1.34676 0.48527
F -0.73385 0.57393 1.23574
P 0.53689 0.23114 0.30365
H 0.02908 0.54169 -2.02466
```

LUMO energy (spin up / spin down): -0.98 / -0.80 eV
Total charge: 0
Energy relative to the best compared isomer or geometry (same formula, charge and spin): 2.671 eV
DFT total energy: -14738.2287 eV

---

[5]
The following is a quantum chemistry calculation of 2 unconnected molecules or ions with the total composition F2HPS2 at a distorted geometry, from OMol25.

```
6
F2HPS2 (ωB97M-V/def2-TZVPD)
F 3.45434 -1.42721 -1.03108
F 1.27045 -1.84353 -1.85324
P 2.27076 -0.59875 -1.62099
S 2.92205 0.28806 -3.28321
S 0.59647 0.71507 0.59377
H -0.18899 1.31661 -0.28814
```

LUMO energy (spin up / spin down): -3.18 / -2.78 eV
Total charge: 0
Energy relative to the best compared isomer or geometry (same formula, charge and spin): 2.430 eV
DFT total energy: -36410.4242 eV

---

[6]
The following is a quantum chemistry calculation of 2 unconnected molecules or ions with the total composition F2OS at a distorted geometry, from OMol25.

```
4
F2OS (ωB97M-V/def2-TZVPD)
O 0.94164 0.32076 -1.08988
F -1.09345 1.64632 1.80089
F -0.37881 -1.55642 -0.74966
S 0.53063 -0.41066 0.03865
```

LUMO energy (spin up / spin down): -2.07 / -4.16 eV
Total charge: 0
Energy relative to the best compared isomer or geometry (same formula, charge and spin): 2.895 eV
DFT total energy: -18313.3586 eV

---

Which formula does entry 4 have? F2HP

---

What is the total charge in the fourth record? 0

---

Which value of energy relative to the best compared isomer or geometry (same formula, charge and spin) does entry 5 give? 2.430 eV

---

What is the total charge in the fourth record? 0